[1]
Density functional theory data (wB97M-V/def2-TZVPD) for a structure of composition C49H41N7RhS.

```
99
Properties=species:S:1:pos:R:3:mulliken_spin:R:1
Rh 0.17 0.86 0.58 1.497
N 3.05 1.57 4.05 0.190
C 4.13 0.72 4.21 0.113
C 5.30 1.12 4.89 -0.031
C 6.45 0.39 4.74 0.057
C 6.46 -0.81 4.01 0.030
C 5.30 -1.26 3.39 -0.005
C 4.12 -0.48 3.48 0.111
S 2.81 -1.01 2.55 0.407
N 1.83 0.37 2.41 0.151
C 2.01 1.41 3.17 -0.006
C 1.05 2.49 3.06 0.012
C 0.92 3.43 4.12 0.000
C 0.17 4.63 3.91 0.001
C -0.47 4.77 2.70 0.008
C -0.32 3.80 1.71 0.014
N 0.32 2.61 1.90 0.033
H 3.16 2.50 4.44 -0.009
H 5.29 2.02 5.50 -0.001
H 7.36 0.75 5.22 0.003
H 7.39 -1.37 3.94 0.002
H 5.28 -2.17 2.80 -0.003
H 1.39 3.23 5.08 0.001
H 0.16 5.39 4.69 0.000
H -1.07 5.63 2.43 0.001
H -0.71 3.93 0.72 0.009
C -2.88 -3.81 -3.91 0.000
C -2.20 -4.65 -2.86 0.000
C -2.48 -6.02 -2.88 0.000
C -1.87 -6.89 -1.98 0.000
C -0.93 -6.40 -1.07 0.000
C -0.64 -5.03 -1.01 0.000
C -1.27 -4.15 -1.89 0.001
N -0.93 -2.79 -1.93 -0.001
C -0.76 -1.89 -0.88 0.011
N -1.21 -2.33 0.34 0.014
C -1.36 -1.74 1.61 -0.087
C -1.11 -0.38 1.87 0.169
C -1.52 0.06 3.14 -0.013
C -1.89 -0.81 4.16 0.007
C -1.99 -2.17 3.91 0.014
C -1.82 -2.64 2.62 -0.017
C -2.29 -4.05 2.29 0.001
N -0.23 -0.70 -1.09 0.085
C 0.05 -0.36 -2.48 0.022
C 1.29 -0.62 -3.06 -0.004
C 1.58 -0.31 -4.39 -0.007
C 0.61 0.32 -5.18 0.008
C -0.67 0.46 -4.66 -0.005
C -0.98 0.09 -3.35 -0.010
C -2.45 0.07 -2.97 -0.007
H -3.55 -4.43 -4.51 0.000
H -2.14 -3.38 -4.63 0.000
H -3.45 -2.97 -3.47 0.000
H -3.18 -6.40 -3.62 0.000
H -2.13 -7.97 -1.99 0.000
H -0.44 -7.06 -0.36 0.000
H 0.13 -4.67 -0.34 0.000
H -0.79 -2.41 -2.86 0.000
H -1.62 -3.26 0.30 -0.002
H -1.56 1.13 3.35 0.010
H -2.14 -0.40 5.15 -0.001
H -2.28 -2.84 4.73 0.001
H -2.62 -4.58 3.18 0.000
H -1.47 -4.62 1.84 0.000
H -3.13 -4.01 1.58 0.000
H 2.05 -1.07 -2.44 0.004
H 2.57 -0.50 -4.82 -0.001
H 0.86 0.68 -6.19 0.000
H -1.46 0.89 -5.29 0.001
H -2.89 1.07 -2.97 0.004
H -2.61 -0.33 -1.96 -0.001
H -3.01 -0.56 -3.69 0.001
C 4.08 1.19 -1.41 0.116
C 3.81 2.19 -2.32 -0.046
C 2.58 2.81 -2.33 0.085
C 1.61 2.40 -1.39 -0.177
C 1.88 1.40 -0.42 0.242
C 3.14 0.81 -0.45 -0.136
C 0.24 2.90 -1.44 0.461
C -0.16 3.91 -2.34 -0.175
C -1.49 4.30 -2.45 0.342
C -2.42 3.62 -1.61 -0.040
C -3.78 4.00 -1.66 0.055
C -4.72 3.43 -0.83 0.002
C -4.33 2.39 0.03 0.076
C -3.01 1.95 0.11 -0.036
C -2.00 2.57 -0.66 0.085
N -0.64 2.23 -0.65 0.353
H 5.03 0.64 -1.45 0.009
H 4.56 2.48 -3.07 -0.001
H 2.32 3.60 -3.03 0.012
H 3.38 0.02 0.27 -0.010
H 0.59 4.38 -2.98 -0.008
H -1.81 5.10 -3.12 0.021
H -4.03 4.79 -2.37 -0.002
H -5.75 3.80 -0.89 0.004
H -5.09 1.88 0.63 0.008
H -2.76 1.15 0.78 -0.022
```

Summary:
HOMO (alpha / beta) in eV: -6.36 / -9.35
2S+1: 5
Kohn-Sham gap (alpha / beta) in eV: 2.30 / 3.11
⟨S²⟩: 6.06
Charge: +1

[2]
Density functional theory data (wB97M-V/def2-TZVPD) for the molecule C18H23N3O2S.

```
47
Properties=species:S:1:pos:R:3:nbo_charge:R:1
O -3.14 0.14 -0.04 -0.932
S -1.78 -0.36 -0.18 2.216
O -1.64 -0.94 -1.51 -0.930
C -1.50 -1.63 1.07 -0.217
C -0.41 -1.53 1.95 -0.172
C -0.13 -2.52 2.92 -0.242
C -0.96 -3.67 2.98 -0.118
C -2.07 -3.80 2.13 -0.117
C -2.86 -4.98 2.14 0.077
N -3.88 -5.13 1.28 -0.414
C -4.17 -4.15 0.44 0.034
C -3.32 -3.06 0.25 -0.212
C -2.32 -2.77 1.17 -0.062
N -0.57 0.94 0.05 -0.646
C -1.16 2.13 0.69 -0.223
C -0.07 3.20 0.93 -0.398
C 0.78 3.45 -0.30 -0.392
C 1.37 2.19 -1.00 -0.047
C 1.94 2.54 -2.39 -0.396
C 2.62 1.33 -3.08 -0.404
C 3.70 0.76 -2.14 -0.219
N 3.06 0.43 -0.83 -0.636
C 2.41 1.53 -0.12 -0.228
C 0.17 1.21 -1.20 -0.236
H 0.29 -0.71 1.90 0.235
H 0.73 -2.39 3.56 0.224
H -0.72 -4.47 3.69 0.218
H -2.59 -5.78 2.87 0.198
H -5.03 -4.23 -0.21 0.198
H -3.56 -2.42 -0.61 0.247
H -1.60 1.89 1.64 0.217
H -1.91 2.56 0.04 0.189
H -0.54 4.12 1.25 0.222
H 0.58 2.81 1.74 0.194
H 1.58 4.12 -0.04 0.209
H 0.16 3.99 -1.02 0.202
H 2.74 3.27 -2.24 0.202
H 1.20 2.99 -3.03 0.215
H 3.09 1.66 -4.01 0.212
H 1.89 0.53 -3.33 0.208
H 4.17 -0.13 -2.54 0.205
H 4.50 1.52 -2.07 0.156
H 3.75 -0.02 -0.21 0.363
H 1.99 1.18 0.82 0.206
H 3.17 2.28 0.15 0.162
H 0.56 0.28 -1.59 0.246
H -0.50 1.62 -1.95 0.187
```

Summary:
HOMO in eV: -8.64
Kohn-Sham gap in eV: 8.29
Charge: 0

[3]
Density functional theory data (wB97M-V/def2-TZVPD) for the molecule C2H6INO2S.

```
13
Properties=species:S:1:pos:R:3:nbo_charge:R:1
C 0.27 -1.71 -0.37 -0.643
C 1.03 -0.57 -1.02 -0.445
N -0.71 1.98 2.21 -0.709
O -1.11 1.31 -1.41 -0.956
O 0.48 1.58 0.53 -0.817
S -0.33 0.68 -0.29 1.540
I -2.16 0.75 1.97 0.569
H -0.72 -1.79 -0.65 0.219
H 0.79 -2.67 -0.71 0.207
H 0.32 -1.77 0.66 0.222
H 0.97 -0.45 -2.00 0.212
H 1.99 -0.15 -0.57 0.244
H -0.82 2.81 1.65 0.357
```

Summary:
HOMO (alpha / beta) in eV: -8.63 / -8.64
Kohn-Sham gap (alpha / beta) in eV: 6.72 / 6.71
Charge: 0

Relative energy (zero: lowest compared OMol25 entry of this formula, charge and spin) in kcal per mole, matching the order above: 0.0 75.8 95.5